The following is a quantum chemistry calculation of an isolated molecule of C3H4O3, from the OMol25 dataset.

```
10
Properties=species:S:1:pos:R:3:forces:R:3:nbo_charge:R:1
O 0.507394 2.628481 0.000521 0.0 -0.6 0.2 -0.558
C 0.861560 1.637605 0.573131 0.1 0.4 -0.2 0.647
C -0.158812 -1.937766 -0.413306 0.5 -0.5 0.3 -0.176
O -0.971543 -0.939774 -0.659084 -0.7 -0.1 -0.5 -0.359
C -0.908793 0.247245 -0.161242 0.1 0.7 0.4 0.305
O 0.204594 0.454470 0.618058 0.0 0.1 -0.2 -0.523
H 1.790270 1.527049 1.148419 -0.1 0.1 0.0 0.126
H -0.445915 -2.880061 -0.856047 0.0 0.2 0.1 0.177
H 0.608481 -1.792151 0.334190 -0.1 -0.2 -0.2 0.172
H -1.487238 1.054900 -0.584638 0.2 -0.2 0.0 0.189
```
Positions in Å, forces in eV/Å.

Computed properties:
- Charge: 0
- Energy relative to the best compared isomer or geometry (same formula, charge and spin): 97.5 kcal/mol
- Spin multiplicity: 1
- HOMO (alpha / beta): -7.7 / -7.5 eV

The following is a quantum chemistry calculation of an isolated molecule of C15H18N6O3S2 in a non-equilibrium geometry, from the OMol25 dataset.

```
44
Properties=species:S:1:pos:R:3:forces:R:3:nbo_charge:R:1
C 2.583869 4.781015 5.384587 0.2 0.0 -0.1 -0.595
H 3.161729 5.259763 6.171188 0.0 0.0 0.1 0.205
H 2.100357 3.895595 5.786372 -0.1 0.0 0.1 0.217
H 1.808992 5.462448 5.046519 -0.1 0.0 0.0 0.218
C 3.493132 4.401769 4.222496 0.0 0.1 0.3 -0.448
C 2.742114 3.745984 3.123260 0.7 -0.3 -0.8 0.043
N 1.479327 3.522083 3.125945 0.1 0.7 1.4 -0.272
N 1.021431 2.922855 2.033267 -0.8 -0.8 -1.4 -0.299
C 1.943774 2.676410 1.166705 1.1 0.4 0.5 0.209
N 1.710402 2.067612 -0.033452 -0.2 0.0 -0.2 -0.644
C 2.714761 1.775481 -0.900112 -0.5 -0.1 -0.2 0.668
O 3.876423 2.050827 -0.696845 0.3 0.0 -0.2 -0.593
C 2.246298 1.073933 -2.161549 -0.1 -0.3 0.1 -0.603
H 1.333760 1.518967 -2.554719 0.1 0.0 -0.1 0.260
H 3.047152 1.092774 -2.899864 -0.1 0.0 0.1 0.261
S 1.904127 -0.695186 -1.870388 0.3 0.0 -0.1 0.281
C 0.287828 -0.578134 -1.242837 -0.1 0.2 0.0 0.179
N -0.350860 0.530697 -0.956122 0.7 -0.2 -0.5 -0.366
N -1.570237 0.198670 -0.520394 -1.2 -0.4 0.4 -0.263
C -1.673688 -1.107970 -0.538822 0.7 0.3 -0.2 0.346
N -0.495343 -1.661360 -0.984823 -0.1 0.9 0.2 -0.366
C -0.176565 -3.032242 -1.273849 -0.1 -0.6 -0.6 -0.240
H 0.892910 -3.185374 -1.107735 -0.1 -0.1 0.1 0.223
H -0.757448 -3.670158 -0.607429 0.2 0.1 0.0 0.248
C -0.524598 -3.366381 -2.726098 0.1 0.0 0.1 -0.067
O -1.912114 -3.208988 -2.891062 0.2 0.0 0.4 -0.544
C -2.349434 -3.469863 -4.199460 0.0 0.0 -0.1 -0.244
H -2.127799 -4.503126 -4.492997 0.0 0.0 0.0 0.166
H -1.877798 -2.789730 -4.919224 0.0 0.0 0.0 0.169
H -3.425604 -3.312445 -4.201725 0.0 0.0 -0.1 0.201
H -0.220293 -4.401240 -2.944486 0.0 0.1 0.0 0.176
H 0.022933 -2.695211 -3.407326 0.0 -0.1 0.1 0.175
C -2.856701 -1.808450 -0.141022 -1.3 0.5 0.3 0.202
C -4.089073 -1.284357 0.165023 0.9 -0.2 -0.3 -0.251
C -4.909799 -2.384705 0.485961 0.2 -0.6 0.0 -0.309
C -4.123959 -3.490341 0.356859 -0.9 0.2 0.3 0.100
O -2.881793 -3.154164 -0.018112 0.5 0.0 -0.1 -0.398
H -4.323805 -4.533671 0.501843 0.1 -0.1 0.0 0.205
H -5.940616 -2.358638 0.773002 -0.2 -0.1 0.1 0.233
H -4.345706 -0.246380 0.154330 0.0 0.3 0.0 0.247
H 0.746821 1.758454 -0.245806 0.3 0.1 0.0 0.462
S 3.547071 3.190075 1.653881 -0.8 0.1 0.6 0.373
H 4.279435 3.721136 4.562101 0.0 0.1 0.0 0.219
H 3.988588 5.291566 3.822918 0.1 0.0 0.0 0.219
```
Positions in Å, forces in eV/Å.

Computed properties:
- SMILES string: CCc1nnc(NC(=O)CSc2nnc(-c3ccco3)n2CCOC)s1
- Charge: 0
- Energy relative to the best compared isomer or geometry (same formula, charge and spin): 0.0 kcal/mol
- Spin multiplicity: 1
- HOMO: -8.2 eV

The following is a quantum chemistry calculation of a structure of composition C81H78F6I2N9O3P2RbS in a non-equilibrium geometry, from the OMol25 dataset.

```
183
Properties=species:S:1:pos:R:3:forces:R:3:mulliken_charge:R:1
Rb -0.583700 -0.663500 -0.926200 0.1 -0.1 -0.2 0.075
C 0.537300 1.720800 -5.865600 -0.1 0.0 0.1 -1.022
C -0.452300 0.610300 -5.683300 0.3 0.2 -0.4 0.782
N -0.611400 -0.220200 -6.679000 0.3 0.4 0.1 -0.612
C -1.484300 -1.227800 -6.562300 -0.6 -0.5 0.1 -1.088
C -2.254800 -1.432200 -5.444000 -0.1 0.0 -0.4 0.642
C -3.288900 -2.525600 -5.402600 0.5 -0.2 0.0 -0.739
O -4.613300 -2.032900 -5.223500 -0.3 0.3 0.2 -0.686
C -2.166900 -0.514300 -4.380200 0.6 0.3 -0.3 1.600
C -2.973200 -0.668500 -3.208200 0.0 0.6 0.4 -2.758
N -3.500300 0.272800 -2.491200 0.1 -1.4 0.1 0.742
C -3.612700 1.572300 -2.915900 -0.2 0.9 -0.2 -0.373
C -4.105100 1.896800 -4.187700 0.0 -0.1 0.1 -0.593
C -4.462600 3.189300 -4.507400 0.0 0.1 0.0 -0.820
C -4.367700 4.196400 -3.560700 0.0 0.1 0.0 -0.968
C -3.865100 3.903600 -2.304800 0.0 0.1 0.1 -0.425
C -3.468000 2.619000 -1.993500 0.2 -0.1 0.1 0.477
I -2.619100 2.185500 -0.109700 -0.5 0.2 -0.6 0.489
C -1.200600 0.560500 -4.444100 -0.5 -0.5 0.1 0.468
O -1.024900 1.381900 -3.516400 0.2 0.2 0.2 -0.510
H 0.597700 1.991900 -6.918200 0.0 0.0 -0.1 0.403
H 1.525800 1.383500 -5.549300 0.1 0.0 0.1 -0.005
H 0.242900 2.572500 -5.253300 0.1 0.1 0.0 0.092
H -1.567800 -1.864100 -7.436200 -0.1 -0.2 0.1 0.281
H -3.047700 -3.236700 -4.599800 0.0 0.0 -0.1 -0.106
H -3.292500 -3.066000 -6.351600 0.0 0.0 0.1 0.501
H -4.554000 -1.381300 -4.508800 -0.2 -0.2 -0.3 0.458
H -3.114500 -1.675700 -2.814700 -0.1 -0.2 0.0 1.157
H -4.201000 1.111100 -4.925400 0.0 -0.1 0.0 0.453
H -4.821100 3.420800 -5.501100 -0.1 0.0 -0.1 0.425
H -4.677200 5.203400 -3.801600 0.0 0.1 0.0 0.406
H -3.777900 4.677800 -1.560000 0.0 0.1 0.1 0.608
C 1.477100 -0.713200 3.894700 -0.2 0.2 0.1 -0.745
N 0.494000 -0.655400 2.835700 0.1 0.1 0.1 1.101
C 0.141100 -1.953400 2.284900 -0.2 0.0 -0.1 -0.963
C 1.264700 -2.609200 1.561500 0.2 -0.4 -0.3 0.658
N 1.772500 -2.185600 0.445400 -0.7 0.5 0.0 0.738
C 2.806900 -3.027100 0.143100 0.2 -0.6 0.5 0.431
C 3.675100 -3.041700 -0.939300 0.0 0.0 -0.1 -0.390
C 4.620400 -4.045200 -0.992300 0.2 0.0 -0.1 -0.803
C 4.733600 -5.008300 0.012600 0.0 -0.1 0.2 -0.504
C 3.887300 -5.004700 1.107800 0.0 -0.2 0.1 -1.297
C 2.915400 -4.020000 1.148300 0.2 0.4 -0.5 0.091
N 1.922800 -3.714600 2.046400 -0.1 -0.1 0.4 0.389
C 2.909100 -0.649100 3.460500 0.3 0.0 0.1 0.145
N 3.341400 -0.364500 2.271200 -0.8 0.1 -0.1 0.485
C 4.709100 -0.406000 2.333500 0.6 -0.1 0.5 0.077
C 5.659700 -0.207000 1.336100 -0.1 0.0 0.2 -0.437
C 6.990900 -0.303400 1.694100 0.1 0.1 -0.2 -0.708
C 7.383200 -0.587000 3.000600 0.0 -0.1 0.3 -0.513
C 6.450900 -0.794400 4.005800 0.1 0.0 0.1 -1.107
C 5.114000 -0.704200 3.656600 0.1 0.1 -0.6 0.414
N 3.939800 -0.860900 4.353500 -0.2 0.0 0.0 0.193
H 1.324100 -1.628700 4.485100 0.0 0.1 -0.1 0.574
H 1.289200 0.136900 4.563300 0.2 -0.2 0.1 -0.297
H 0.835300 -0.057600 2.084400 0.0 0.0 0.1 -0.370
H -0.686900 -1.825300 1.585600 -0.2 -0.2 0.1 -1.254
H -0.207700 -2.589600 3.102500 -0.1 0.0 -0.1 0.535
H 3.579000 -2.303100 -1.716300 -0.1 0.1 -0.2 0.247
H 5.297000 -4.096400 -1.834300 0.0 0.1 -0.1 0.485
H 5.500200 -5.770400 -0.064900 0.0 0.0 0.0 0.392
H 3.974600 -5.744300 1.893800 0.0 -0.1 0.0 0.412
H 1.650500 -4.254900 2.850700 0.0 0.1 -0.1 0.202
H 5.352000 0.019700 0.329100 -0.1 0.0 -0.2 0.540
H 7.755900 -0.146700 0.946000 0.0 0.0 -0.1 0.432
H 8.438400 -0.644300 3.236700 0.0 0.0 0.0 0.379
H 6.763100 -1.005800 5.018500 0.0 -0.1 0.1 0.423
H 3.834500 -1.053600 5.333300 0.0 0.0 0.0 0.207
C 2.265500 8.033400 5.356600 -0.5 -0.3 0.0 -0.773
S 0.563500 7.614500 5.820000 0.0 0.1 -0.1 -0.121
C -0.089900 7.123500 4.192100 0.3 0.1 0.5 -1.243
C 0.438600 5.801500 3.666400 -0.3 -0.1 -0.1 0.206
C -0.465800 5.314100 2.523700 0.3 0.2 0.2 -1.095
N -0.302300 3.921600 2.173700 -0.3 -1.0 -0.3 0.988
P 0.475800 3.301400 0.765400 0.5 0.7 -0.1 0.731
C 2.207000 3.911000 1.033000 -0.1 -0.2 -0.1 -0.398
C 3.151000 2.949300 1.383200 -0.1 0.1 -0.2 0.177
C 4.463600 3.305000 1.631800 0.3 0.0 0.1 -0.742
C 4.854000 4.630600 1.532800 0.1 -0.1 0.1 -1.014
C 3.926300 5.594300 1.168900 0.0 0.2 0.0 -0.734
C 2.612300 5.239000 0.921700 0.0 0.0 0.0 -0.307
C 0.073900 4.470400 -0.591700 -0.1 -0.2 0.0 0.581
C -1.043900 5.290100 -0.690800 0.0 -0.1 0.1 -0.229
C -1.268900 6.023100 -1.845100 -0.1 0.1 -0.1 -0.681
C -0.413400 5.914200 -2.927700 0.0 0.1 0.0 -0.737
C 0.695900 5.087200 -2.842100 0.0 0.0 -0.2 -0.686
C 0.935700 4.377900 -1.682600 0.0 0.0 0.1 -0.609
P -0.960600 2.568400 3.042000 0.0 0.8 0.2 1.316
C -2.454200 3.276400 3.867300 0.0 0.1 0.1 0.740
C -2.438800 4.235100 4.889200 0.0 -0.2 -0.2 0.206
C -3.621200 4.704600 5.430100 -0.1 0.2 0.2 -1.066
C -4.839800 4.206000 4.991700 0.0 -0.2 -0.2 -0.846
C -4.865500 3.226000 4.005600 -0.4 0.3 0.3 -0.728
C -3.687300 2.777000 3.445400 0.5 -0.1 -0.1 -0.379
C 0.129500 2.490800 4.525500 0.1 -0.4 0.1 0.053
C 1.501100 2.734200 4.429800 -0.4 0.1 -0.1 0.126
C 2.336600 2.526300 5.509700 0.2 0.0 0.2 -0.824
C 1.827600 2.037600 6.703300 -0.1 0.0 0.0 -0.809
C 0.471000 1.754000 6.800600 0.2 -0.1 0.2 -0.879
C -0.362800 1.961400 5.718900 -0.1 0.1 -0.2 -0.973
H 2.710300 8.546500 6.202600 0.1 0.0 0.0 0.360
H 2.237900 8.691500 4.494000 0.1 0.1 -0.1 0.242
H 2.818500 7.128000 5.130200 0.2 0.0 -0.1 0.192
H 0.110700 7.946700 3.505100 -0.1 0.0 -0.1 0.476
H -1.166300 7.057800 4.351900 -0.1 0.0 -0.1 0.396
H 0.440900 5.061600 4.465700 0.0 0.1 0.0 -0.255
H 1.463400 5.901800 3.307100 0.1 -0.1 0.0 0.399
H -0.262400 5.919800 1.637000 -0.1 0.0 0.0 0.665
H -1.510500 5.480300 2.820400 0.1 0.1 -0.2 0.505
H 2.854900 1.911200 1.446600 0.0 -0.2 0.0 0.821
H 5.183600 2.543200 1.890500 0.1 -0.1 0.0 0.400
H 5.879700 4.911200 1.732500 0.1 0.0 0.0 0.391
H 4.235100 6.628200 1.067500 0.0 0.0 0.0 0.458
H 1.905500 6.001800 0.621500 -0.1 0.0 -0.1 0.405
H -1.762300 5.337300 0.115700 0.0 0.0 0.1 0.366
H -2.132600 6.673200 -1.907100 -0.1 0.0 0.0 0.366
H -0.621800 6.461900 -3.838000 0.0 0.0 0.0 0.364
H 1.368300 4.984600 -3.682800 0.0 -0.1 0.0 0.416
H 1.784400 3.711400 -1.614500 0.1 0.0 -0.2 0.103
H -1.504400 4.601200 5.290500 0.1 0.0 0.0 0.620
H -3.595600 5.462900 6.205800 0.0 0.0 0.0 0.438
H -5.760600 4.576100 5.422100 -0.1 0.0 0.0 0.358
H -5.811200 2.809200 3.683900 0.0 0.0 0.0 0.489
H -3.695000 2.004000 2.691600 -0.1 -0.1 -0.1 -0.177
H 1.910800 3.096200 3.499500 0.1 0.1 0.0 -0.513
H 3.393700 2.743800 5.426100 0.1 0.0 -0.1 0.483
H 2.483800 1.870000 7.547700 0.0 0.0 0.0 0.395
H 0.069700 1.369600 7.730000 0.0 0.0 0.0 0.422
H -1.411800 1.715400 5.798100 -0.1 0.0 0.0 0.522
I 3.022000 0.841500 -1.949600 0.0 -0.1 -0.3 0.435
C 3.187600 -0.201700 -3.807800 0.4 0.5 0.3 0.596
C 4.232500 0.104000 -4.634000 0.1 0.3 0.3 -0.637
C 4.363800 -0.585300 -5.849500 0.0 -0.1 -0.3 -0.743
C 3.458200 -1.550900 -6.188800 0.2 0.0 -0.2 -0.874
C 2.398400 -1.894700 -5.326000 0.1 0.2 0.2 0.817
C 1.507500 -2.944000 -5.609100 -0.1 -0.3 -0.1 -1.212
C 0.531900 -3.283800 -4.709000 0.1 -0.2 -0.3 -0.683
C 0.391200 -2.575300 -3.507000 0.4 0.2 -0.1 0.465
C 1.212400 -1.517900 -3.166500 -0.3 0.2 0.8 -0.512
C 2.238000 -1.197200 -4.088500 -0.4 -0.4 -0.1 -0.576
H 4.951800 0.864600 -4.362800 0.0 0.0 0.0 0.437
H 5.187200 -0.342800 -6.512300 0.0 0.0 0.0 0.328
H 3.548700 -2.084300 -7.128300 0.0 0.0 -0.1 0.347
H 1.622300 -3.487100 -6.539900 0.0 0.0 -0.1 0.268
H -0.136200 -4.112500 -4.924000 0.0 -0.1 -0.1 0.375
H -0.387100 -2.898500 -2.822800 -0.2 -0.1 0.1 -0.002
C -0.432600 -5.239800 -0.648400 -0.3 0.2 0.0 -1.614
C -1.736800 -4.451800 -0.332800 -0.5 -1.7 0.1 0.929
O -1.669200 -3.163400 -0.321100 0.2 1.3 0.0 0.445
C -2.267000 -5.026700 1.041900 0.0 -0.3 0.0 0.274
F -3.518000 -4.660900 1.348200 -0.2 0.3 0.0 -0.187
F -1.489100 -4.627600 2.063300 0.3 0.4 0.2 -0.205
F -2.270400 -6.389000 1.141000 0.1 -0.2 -0.2 -0.380
C -2.782500 -4.953400 -1.405300 -0.1 -0.1 -0.1 0.105
F -2.352400 -4.690500 -2.648400 0.3 0.2 -0.3 -0.276
F -3.987800 -4.357400 -1.310800 -0.2 0.3 0.2 -0.160
F -3.053900 -6.285500 -1.401100 0.1 -0.2 0.1 -0.363
H 0.312600 -5.006800 0.104300 0.1 0.1 0.1 0.396
H -0.070800 -4.903800 -1.614600 0.1 0.1 -0.1 0.207
H -0.612500 -6.311800 -0.665400 0.1 -0.1 0.0 0.363
C -5.756100 0.609200 -0.243900 0.3 0.9 0.1 -0.371
N -6.221200 -0.767400 -0.435700 -0.1 -0.2 -0.3 0.308
C -7.431500 -1.018600 0.348600 -0.6 -0.1 0.4 -0.802
C -5.106200 -1.736500 -0.077500 0.5 -0.5 0.3 -0.111
C -4.645600 -1.542900 1.335700 0.2 0.1 0.1 0.558
C -5.266300 -2.271800 2.348500 -0.1 -0.1 -0.1 -0.568
C -4.867200 -2.085000 3.657400 -0.1 -0.2 0.3 -1.209
C -3.812100 -1.220800 3.926000 0.0 0.0 0.3 -1.120
C -3.187500 -0.545400 2.892800 -0.1 0.0 -0.1 -0.472
C -3.594300 -0.632000 1.551200 0.3 -0.1 -0.1 1.406
H -6.562300 1.325200 -0.388200 -0.2 -0.1 -0.1 0.365
H -4.945900 0.795000 -0.942600 -0.1 -0.1 0.0 -0.046
H -5.338500 0.691300 0.760600 -0.1 0.0 -0.1 0.378
H -6.429300 -0.903500 -1.427300 0.1 0.0 0.1 0.338
H -7.186200 -0.875000 1.401300 0.0 0.0 -0.1 0.402
H -7.776400 -2.042600 0.211400 0.1 0.0 -0.1 0.291
H -8.222200 -0.326700 0.054700 0.1 0.0 -0.1 0.314
H -4.277400 -1.527600 -0.750300 -0.1 0.1 -0.1 -1.413
H -5.482800 -2.744500 -0.251900 -0.2 0.0 -0.1 0.823
H -6.041300 -3.003000 2.118700 0.0 0.0 0.0 0.446
H -5.339800 -2.643500 4.459400 0.0 0.0 0.0 0.318
H -3.479800 -1.091900 4.953200 0.0 0.0 0.0 0.444
H -2.333400 0.089700 3.124700 0.0 0.0 0.2 0.477
```
Positions in Å, forces in eV/Å.

Computed properties:
- Charge: -2
- Spin multiplicity: 1
- HOMO: -1.3 eV